No. 1
Density functional theory data (the ωB97M-V functional and the def2-TZVPD basis) for a 5-piece molecular cluster, C2H15NO4 overall at a distorted geometry.

Last column: natural (NBO) charge in e.
Geometry (Å):
C (-0.1777, -2.2502, 0.5802)  -0.63
C (-1.1330, -1.3635, -0.1880)  -0.41
N (-0.7229, 0.0512, -0.0187)  -0.99
H (-0.0240, -1.8383, 1.5741)  0.21
H (-0.4417, -3.3604, 0.6827)  0.20
H (0.7977, -2.0972, 0.0866)  0.21
H (-1.1080, -1.6396, -1.2914)  0.19
H (-2.1682, -1.4659, 0.1736)  0.16
H (-1.1623, 0.6303, -0.7805)  0.33
H (-0.3815, 0.4412, 0.8538)  0.41
H (-2.5822, 1.2912, 0.0668)  0.43
H (-3.7260, 1.7290, -0.7635)  0.33
O (-3.0889, 2.1468, -0.0934)  -1.12
H (2.3341, 0.9398, -0.6440)  0.51
H (3.6153, 0.1426, -0.2682)  0.46
O (3.1231, 0.9311, -0.0231)  -1.03
H (0.8668, 1.6557, 1.4280)  0.45
H (2.1130, 0.9962, 1.7302)  0.50
O (1.1996, 0.9849, 2.0647)  -0.97
H (1.1313, 1.2834, -2.3664)  0.45
H (0.4297, 0.3184, -0.9860)  0.48
O (1.1058, 0.4732, -1.8174)  -1.17

## Properties
Frontier orbital gap (spin up / spin down), eV: 2.76 / 9.60
Net charge: -1
⟨S²⟩: 0.75
E_HOMO (spin up / spin down), eV: 0.74 / -6.20
Total energy, hartree: -440.840483
Relative energy (zero: lowest compared OMol25 entry of this formula, charge and spin), eV: 0.8894
Multiplicity: 2



No. 2
Density functional theory data (the ωB97M-V functional and the def2-TZVPD basis) for a 5-piece molecular cluster, C2H15NO4 overall at a distorted geometry.

Last column: natural (NBO) charge in e.
Geometry (Å):
C (3.2636, 2.2352, -0.1302)  -0.41
N (3.4493, 1.3516, -1.2865)  -0.65
C (4.4779, 0.3747, -1.0832)  -0.42
H (2.9944, 1.6275, 0.7263)  0.21
H (4.1771, 2.8121, 0.0401)  0.17
H (2.4883, 2.9643, -0.3646)  0.21
H (3.6653, 1.8444, -2.1408)  0.36
H (4.3909, -0.4776, -1.7444)  0.21
H (4.4029, -0.0356, -0.0667)  0.20
H (5.4817, 0.8149, -1.0255)  0.17
H (0.6755, 0.4644, -2.8171)  0.47
H (1.9205, 0.5710, -1.8784)  0.49
O (1.0171, 0.1643, -1.9699)  -1.00
H (-4.4769, -1.5652, 3.7386)  0.46
H (-5.5343, -2.2406, 2.8927)  0.48
O (-5.2506, -2.1378, 3.8113)  -0.94
H (-6.0347, -2.8945, -0.4770)  0.47
H (-4.5650, -2.8153, -0.2285)  0.47
O (-5.4045, -2.7920, 0.2472)  -0.94
H (-0.9839, 0.6338, 0.2823)  0.46
H (0.4141, 0.8487, -0.2628)  0.49
O (-0.2449, 1.2455, 0.3379)  -0.97

## Properties
Frontier orbital gap, eV: 10.11
E_HOMO, eV: -9.62
Total energy, hartree: -440.885905
Relative energy (zero: lowest compared OMol25 entry of this formula, charge and spin), eV: 1.0357